No. 1
ORCA calculation (wB97M-V/def2-TZVPD) on a structure of composition C15H15BrNOTm.

CARTESIAN COORDINATES (ANGSTROEM)
C  -2.070  0.459  -1.195
C  2.121  0.718  -4.057
H  -2.273  -0.321  2.063
H  0.857  2.572  -4.200
C  1.398  1.498  4.480
H  3.077  1.102  -3.713
H  -0.009  -1.586  -5.241
C  -0.056  0.616  -4.822
H  0.845  0.934  6.475
C  0.660  -0.724  5.107
H  -1.672  1.823  0.558
H  0.569  -1.500  5.863
H  -2.913  -2.354  0.460
Tm  -0.116  -0.765  -0.389
H  2.511  -1.476  -4.291
C  0.931  0.601  5.444
C  -2.537  -1.389  0.125
H  1.897  2.427  4.750
H  -2.823  -1.466  -2.101
N  0.674  -0.021  2.850
C  0.494  -0.700  -4.866
C  -1.886  0.833  0.176
C  0.581  -1.018  3.756
H  -2.001  1.114  -2.054
C  -2.498  -0.911  -1.220
C  0.953  1.494  -4.319
C  1.152  1.213  3.147
H  1.343  1.882  2.303
H  0.394  -2.017  3.392
Br  1.341  -2.657  -1.462
O  0.442  -0.339  1.536
C  -2.167  -0.312  0.983
H  -1.051  0.908  -5.153
C  1.831  -0.636  -4.385

Properties
2S+1	4
E_HOMO (spin up / spin down)	-2.863 / -2.943	eV
⟨S²⟩	3.769
Kohn-Sham gap (spin up / spin down)	0.193 / 0.196	hartree
net charge	-1

Atom charges from the Löwdin analysis, given in e for atoms 1 to 5: -0.219, -0.225, 0.112, 0.045, -0.110


No. 2
ORCA calculation (wB97M-V/def2-TZVPD) on a structure of composition C15H15CdNO2.

CARTESIAN COORDINATES (ANGSTROEM)
C  0.352  0.988  -3.091
H  -2.159  -1.883  0.460
H  2.024  -4.170  5.337
C  2.215  -1.066  1.888
C  2.050  -2.649  3.808
H  5.894  -2.477  4.403
H  4.501  -4.124  5.663
O  0.944  -1.026  1.783
N  0.098  -1.516  -1.813
C  -1.827  0.069  1.525
C  4.218  -1.705  3.267
H  -2.254  2.245  -1.000
H  -1.722  2.312  1.649
C  0.827  1.286  -1.879
C  -2.113  -0.796  0.422
C  4.815  -2.535  4.222
H  0.080  -0.052  -3.344
C  4.032  -3.450  4.947
H  -2.536  -0.333  -1.738
C  -1.881  1.415  1.054
Cd  1.314  -0.391  -0.454
C  -2.170  1.380  -0.342
H  0.973  -2.687  3.637
H  0.240  1.750  -3.868
C  2.643  -3.487  4.754
C  -2.318  0.015  -0.731
H  -1.609  -0.242  2.544
H  0.690  3.250  -1.010
C  1.265  2.323  -1.130
H  4.831  -1.029  2.672
H  2.253  2.272  -0.654
O  3.009  -0.596  0.989
C  2.836  -1.767  3.049
H  0.005  -2.530  -1.593

Properties
2S+1	1
E_HOMO (spin up / spin down)	1.330 / 1.342	eV
Kohn-Sham gap (spin up / spin down)	0.122 / 0.122	hartree
net charge	-2

Atom charges from the Löwdin analysis, given in e for atoms 1 to 5: -0.103, 0.045, 0.090, -0.645, -0.018


No. 3
ORCA calculation (wB97M-V/def2-TZVPD) on a structure of composition C15H15Cl2N5O4V.

CARTESIAN COORDINATES (ANGSTROEM)
Cl  2.766  0.484  -2.553
C  -3.610  -0.767  -0.167
C  1.651  -0.013  -3.825
N  0.026  -1.381  -0.293
C  -2.292  2.777  -0.156
N  4.225  -0.123  1.264
C  -2.404  1.370  -0.189
C  0.101  2.556  -0.332
H  4.892  -0.975  -0.410
C  -2.393  -1.506  -0.165
H  2.057  -0.868  -4.380
C  -3.614  0.596  -0.172
C  0.091  -2.701  -0.320
H  2.157  -0.109  4.914
O  1.990  0.033  1.043
H  1.094  3.002  -0.400
H  -3.179  3.396  -0.089
H  -0.937  4.429  -0.165
O  -4.990  2.446  -0.206
N  0.019  1.238  -0.368
C  2.994  -0.090  1.800
H  -3.201  -3.516  -0.144
C  -2.303  -2.913  -0.170
Cl  0.226  -0.506  -2.942
H  1.234  0.806  3.694
H  4.917  0.666  -0.431
C  -1.189  0.643  -0.255
H  -4.558  -1.296  -0.178
C  -1.040  3.355  -0.207
H  1.422  0.829  -4.489
H  1.077  -3.157  -0.421
H  1.171  -0.994  3.722
N  4.364  -0.143  -0.129
V  1.489  -0.080  -0.683
H  5.033  -0.090  1.891
N  -4.973  1.251  -0.174
C  1.791  -0.111  3.888
O  -5.887  0.490  -0.147
C  -1.055  -3.502  -0.246
C  -1.182  -0.782  -0.221
O  2.980  -0.164  3.086
H  -0.962  -4.579  -0.277

Properties
2S+1	3
E_HOMO (spin up / spin down)	-18.623 / -18.626	eV
⟨S²⟩	2.012
Kohn-Sham gap (spin up / spin down)	0.254 / 0.283	hartree
net charge	+3

Atom charges from the Löwdin analysis, given in e for atoms 1 to 5: 0.742, 0.112, -0.784, -0.091, 0.093


No. 4
ORCA calculation (wB97M-V/def2-TZVPD) on the molecule C15H15ClN2O4S.

CARTESIAN COORDINATES (ANGSTROEM)
C  -2.152  0.693  -0.748
C  -0.617  2.802  0.186
H  5.301  -2.747  -0.044
C  -3.064  -2.771  0.537
C  3.420  0.066  -0.277
H  -2.478  3.771  0.586
N  -3.975  -1.661  0.667
H  1.437  -0.361  -0.144
H  -3.962  -1.339  2.714
H  2.954  -2.014  -0.012
O  2.137  2.695  -0.403
O  -5.165  0.192  -0.515
H  -3.307  -3.272  -0.396
H  -3.210  -3.457  1.372
C  6.067  -0.765  -0.314
O  -4.646  -1.885  -1.724
H  -2.731  -0.400  1.830
C  5.057  -1.702  -0.153
S  -4.293  -0.903  -0.766
C  -0.763  0.603  -0.773
O  -2.841  -0.380  -1.265
H  -3.849  1.890  -0.256
C  -1.996  2.881  0.211
H  -0.327  -0.280  -1.216
H  -2.018  -2.443  0.516
C  0.011  1.659  -0.303
C  3.742  -1.284  -0.136
H  -0.002  3.618  0.531
H  4.204  2.040  -0.547
Cl  7.716  -1.282  -0.335
C  5.762  0.580  -0.456
C  4.445  0.996  -0.439
C  -2.773  1.834  -0.256
H  6.554  1.301  -0.581
H  -4.457  0.036  1.704
C  -3.757  -0.790  1.795
N  2.069  0.419  -0.255
C  1.508  1.661  -0.334

Properties
2S+1	1
E_HOMO	-8.650	eV
SMILES string	CN(C)S(=O)(=O)Oc1cccc(C(=O)Nc2ccc(Cl)cc2)c1
Kohn-Sham gap	0.321	hartree
net charge	0

Atom charges from the Löwdin analysis, given in e for atoms 1 to 5: -0.278, -0.012, 0.105, -0.092, -0.216


No. 5
ORCA calculation (wB97M-V/def2-TZVPD) on a cluster of 4 separate species, C15H15ClN3 in total.

CARTESIAN COORDINATES (ANGSTROEM)
C  -6.262  14.143  4.438
C  -14.848  20.548  1.463
C  -12.741  21.167  0.672
C  -11.180  21.108  -5.560
H  -5.343  11.807  7.234
H  -7.284  13.218  7.392
C  -5.116  13.376  4.290
C  -15.473  21.452  0.616
H  -10.757  22.098  -5.479
H  -4.492  13.544  3.425
C  -10.898  20.060  -4.659
H  -12.766  22.730  -0.844
H  -10.050  20.047  -3.991
Cl  -9.527  16.710  0.226
H  -11.671  21.019  0.710
C  -12.318  20.988  -6.408
C  -12.855  18.906  -5.556
H  -3.812  11.954  5.429
N  -13.076  19.868  -6.443
H  -16.545  21.582  0.620
C  -6.749  13.190  6.454
C  -4.758  12.450  5.266
H  -12.660  21.768  -7.073
H  -13.530  18.066  -5.484
H  -11.457  18.090  -4.087
C  -13.344  22.049  -0.237
C  -11.717  18.948  -4.689
H  -15.436  19.792  1.961
H  -15.094  22.923  -0.944
H  -6.360  15.022  3.818
C  -14.731  22.186  -0.244
N  -7.092  14.114  5.517
N  -13.474  20.412  1.547
C  -5.567  12.431  6.382

Properties
2S+1	1
E_HOMO	-3.474	eV
Kohn-Sham gap	0.224	hartree
net charge	-1

Atom charges from the Löwdin analysis, given in e for atoms 1 to 5: -0.132, -0.131, -0.118, -0.070, 0.089


No. 6
ORCA calculation (wB97M-V/def2-TZVPD) on a structure of composition C15H15F5N2OPS4Ti.

CARTESIAN COORDINATES (ANGSTROEM)
C  -1.531  -2.344  2.229
S  1.508  0.207  -0.703
C  -2.794  2.411  -0.278
H  -2.332  -3.204  -3.289
H  -1.129  -3.199  -1.978
C  1.161  -2.643  1.495
Ti  -0.574  0.257  0.225
H  -1.172  -1.620  2.962
F  -6.906  1.880  -0.624
F  -5.652  3.946  -1.922
F  -2.977  4.221  -1.771
H  1.165  -3.648  1.909
C  1.972  2.680  2.498
C  -5.601  2.078  -0.476
C  1.471  1.680  1.632
H  -2.863  -3.052  -1.602
S  -0.466  -2.324  0.756
H  -2.538  -2.093  1.898
N  2.364  3.438  3.260
H  0.312  -0.850  -3.150
C  -4.957  3.127  -1.144
C  1.950  1.545  0.356
H  1.377  -1.902  2.265
H  1.887  -2.573  0.687
H  -3.811  -0.703  -3.972
S  -1.065  2.526  -0.250
H  -3.539  0.774  -3.030
C  -3.474  1.410  0.418
P  -1.984  -0.977  -2.405
F  -2.721  0.538  1.190
O  -1.750  -0.439  -0.993
C  2.850  2.471  -0.217
F  -5.403  0.165  0.917
H  -0.555  0.690  -3.359
C  -0.630  -0.396  -3.467
C  -3.577  3.281  -1.051
H  -4.350  -0.625  -2.295
C  -3.570  -0.315  -2.988
C  -2.082  -2.789  -2.318
H  -1.527  -3.346  2.652
H  -0.812  -0.647  -4.507
S  0.284  0.610  2.336
C  -4.842  1.212  0.312
N  3.557  3.194  -0.756

Properties
2S+1	1
E_HOMO	-11.754	eV
Kohn-Sham gap	0.259	hartree
net charge	+1

Atom charges from the Löwdin analysis, given in e for atoms 1 to 5: -0.328, 0.734, -0.503, 0.069, 0.043